Record 1
{
  "formula": "C17H25BBrF2N4O2",
  "method": "wB97M-V/def2-TZVPD",
  "total_charge": 1,
  "e_tot_ha": -3830.65428,
  "homo_energy_ev": -10.865,
  "elements": ["C", "C", "N", "N", "N", "C", "C", "C", "C", "F", "C", "B", "N", "O", "C", "Br", "C", "C", "O", "C", "H", "H", "H", "H", "H", "H", "H", "H", "H", "H", "H", "H", "H", "H", "H", "H", "H", "H", "H", "H", "F", "C", "C", "C", "C", "C", "C", "H", "H", "H", "H", "H"],
  "xyz": [[4.0714, -0.8510, 4.0185], [3.8208, -1.7069, 2.7644], [4.1651, -1.0372, 1.4996], [3.0337, -0.5279, 0.8231], [2.1804, 0.1662, 1.5838], [1.1339, 0.6390, 0.9532], [0.1387, 1.3458, 1.8194], [-1.1305, 0.5134, 2.1069], [-1.1023, -0.9272, 1.6431], [-2.2011, 1.1294, 1.4765], [0.8824, 0.5043, -0.4330], [-0.3950, 1.1417, -1.1601], [-0.6059, 2.5595, -1.1530], [-1.2775, 0.3154, -1.8125], [1.7875, -0.2181, -1.1510], [1.5696, -0.4996, -2.9760], [2.9043, -0.7654, -0.4696], [3.9056, -1.6067, -1.2398], [3.3667, -2.8507, -1.5703], [3.2224, -3.7556, -0.4790], [4.3059, 0.1653, 3.7093], [3.2028, -0.7890, 4.6614], [4.9364, -1.2007, 4.5637], [4.4937, -2.5563, 2.8314], [2.8195, -2.1172, 2.7411], [4.8116, -0.2720, 1.6455], [0.5932, 1.5586, 2.7809], [-0.1327, 2.3084, 1.4096], [-1.3514, 0.5239, 3.1692], [-1.9781, -1.4257, 2.0402], [-0.2064, -1.4623, 1.9435], [-1.2002, -0.9890, 0.5612], [-0.7140, 2.9858, -2.0681], [0.1879, 3.0296, -0.7275], [-1.3002, 0.5870, -2.7373], [4.8840, -1.6557, -0.7768], [4.0376, -1.0968, -2.1888], [2.2206, -4.1722, -0.5213], [3.3390, -3.2842, 0.4919], [3.9275, -4.5772, -0.5602], [-8.0239, 1.9375, -3.4070], [-6.7754, 1.8384, -2.9209], [-6.1406, 2.9777, -2.4672], [-4.8534, 2.8697, -1.9626], [-4.2181, 1.6349, -1.9257], [-4.8748, 0.5034, -2.3899], [-6.1654, 0.6001, -2.8890], [-6.6517, 3.9301, -2.5111], [-4.3450, 3.7519, -1.5964], [-3.2198, 1.5567, -1.5316], [-4.3808, -0.4592, -2.3627], [-6.6980, -0.2699, -3.2488]]
}

Record 2
{
  "formula": "C2H7N3S",
  "method": "wB97M-V/def2-TZVPD",
  "smiles": "[H]/N=C(\\CN)NS",
  "e_tot_ha": -642.83213,
  "e_above_lowest_kj_mol": 53.9,
  "homo_energy_ev": -9.357,
  "elements": ["H", "N", "C", "C", "N", "N", "S", "H", "H", "H", "H", "H", "H"],
  "xyz": [[1.9881, -1.6259, 0.1632], [1.0619, -1.7792, -0.1218], [0.3110, -0.7282, -0.0879], [0.7080, 0.6311, 0.4587], [0.6087, 1.7562, -0.4348], [-0.9836, -0.8313, -0.5630], [-2.3061, 0.0383, -0.0052], [1.7573, 0.5291, 0.8528], [0.1331, 0.9044, 1.3980], [-0.3670, 2.0223, -0.5463], [0.8766, 1.5464, -1.3933], [-1.2243, -1.7586, -0.8402], [-2.5637, -0.7046, 1.1199]]
}

Record 3
{
  "formula": "C4H5NO4",
  "method": "wB97M-V/def2-TZVPD",
  "smiles": "C[C@@H](C=O)C(=O)ON=O",
  "e_tot_ha": -511.03197,
  "e_above_lowest_kj_mol": 340.0,
  "homo_energy_ev": -10.565,
  "elements": ["C", "C", "C", "O", "C", "O", "O", "N", "O", "H", "H", "H", "H", "H"],
  "xyz": [[-0.5533, -0.8920, -0.9732], [0.3413, 0.2905, -0.5967], [-0.5043, 1.5611, -0.4549], [-1.6519, 1.6597, -0.7820], [1.3343, 0.0476, 0.5343], [2.4908, 0.3342, 0.4594], [0.9365, -0.5716, 1.6863], [-0.4439, -0.6726, 1.9290], [-0.6995, -1.1823, 2.9550], [-1.3632, -1.0134, -0.2596], [-0.9932, -0.6733, -1.9429], [0.0150, -1.8157, -1.0441], [1.0113, 0.5109, -1.4420], [0.0801, 2.4170, -0.0686]]
}

Record 4
{
  "formula": "Cl2O4P",
  "method": "wB97M-V/def2-TZVPD",
  "total_charge": -1,
  "e_tot_ha": -1562.69450,
  "e_above_lowest_kj_mol": 189.0,
  "homo_energy_ev": -4.921,
  "elements": ["O", "O", "O", "O", "P", "Cl", "Cl"],
  "xyz": [[1.1504, 1.3697, 0.2342], [1.0940, -1.1393, -0.6942], [-1.0770, -0.0132, 2.2636], [-1.0180, 0.2634, -0.5757], [0.5294, 0.0506, -0.0229], [0.1986, -0.7051, 1.7597], [-1.6088, -0.3508, -1.9169]]
}